Run w
A molecular structure, C8H11AsCoN6OS4. Source: the OMol25 dataset; level of theory: ωB97M-V with the def2-TZVPD basis set.

Cartesian coordinates (Å):
Co1 1.51825 -0.00131 -1.39631
S1 3.04247 3.59055 0.45461
As1 2.58462 2.94745 -1.53491
S2 3.48046 0.97481 -1.99100
S3 0.49900 2.17571 -1.59789
S4 2.93933 4.38948 -3.05432
C1 -2.85384 0.94067 -1.39319
N1 -2.42667 0.04338 -0.32733
C2 -3.24404 -0.05232 0.86062
C3 -1.29906 -0.66474 -0.44308
O1 -0.57715 -0.64370 -1.42356
H1 -3.91424 0.77613 -1.60492
H2 -2.25770 0.74551 -2.27967
H3 -2.69015 1.98219 -1.10847
H4 -4.17991 -0.58190 0.66471
H5 -3.48299 0.94702 1.22605
H6 -2.70074 -0.58331 1.64072
H7 -1.06604 -1.26877 0.44570
N2 0.96254 1.10030 1.33756
C4 1.15737 1.09978 2.66205
C5 1.81707 -0.07438 2.97401
C6 2.01130 -0.70362 1.73028
N3 1.48347 0.01862 0.75231
H8 0.69012 1.85571 0.70052
H9 0.86350 1.94246 3.26937
H10 2.15416 -0.40569 3.94404
H11 2.50387 -1.63755 1.49635
N4 -1.25962 -5.08593 -0.89070
C7 -0.19080 -4.63046 -1.00917
N5 1.04700 -4.21042 -1.11587
C8 1.46999 -3.01562 -1.37695
N6 1.91847 -1.97004 -1.61153

Spin multiplicity: 2
<S²>: 1.07
Charge: -2

***

Run x
A molecular structure, C8H11AsCoN6OS4. Source: the OMol25 dataset; level of theory: ωB97M-V with the def2-TZVPD basis set.

Cartesian coordinates (Å):
Co1 0.23940 1.07581 -0.52997
S1 -1.66530 5.31941 -0.32837
As1 -0.03740 3.98921 -0.45667
S2 -0.15890 2.62301 -2.18567
S3 0.10050 2.60251 1.25193
S4 1.78890 5.10611 -0.58817
C1 -3.01340 -1.84129 -0.71647
N1 -2.85300 -1.21109 0.56963
C2 -3.20250 -1.98259 1.72643
C3 -2.27560 0.01041 0.65923
O1 -1.88680 0.65981 -0.29417
H1 -4.07160 -2.06639 -0.89047
H2 -2.43760 -2.76949 -0.77527
H3 -2.65220 -1.14439 -1.46927
H4 -4.27300 -2.22069 1.71283
H5 -2.98170 -1.40869 2.62563
H6 -2.64090 -2.92279 1.75973
H7 -2.19410 0.37121 1.69683
N2 3.08190 2.27461 -0.48517
C4 4.38570 2.03371 -0.32827
C5 4.55990 0.66591 -0.38907
C6 3.27580 0.15901 -0.58947
N3 2.39820 1.15061 -0.64367
H8 2.62820 3.21901 -0.49547
H9 5.08880 2.82861 -0.17717
H10 5.47240 0.11071 -0.30537
H11 2.95910 -0.85799 -0.69287
N4 -0.76150 -5.29769 0.33493
C7 -0.20020 -4.28469 0.25373
N5 0.53270 -3.24239 0.23663
C8 0.38120 -2.04009 -0.09807
N6 0.41310 -0.90949 -0.38847

Spin multiplicity: 2
<S²>: 0.76
Charge: -2

***

It comes down to run w, which is 0.621 eV more stable than the next structure.

***

Run w
2 unconnected molecules or ions with the total composition C2HBrO2. Source: the OMol25 dataset; level of theory: ωB97M-V with the def2-TZVPD basis set.

Cartesian coordinates (Å):
C1 0.20805 -0.99760 -0.15587
C2 0.08877 0.37109 0.15991
O1 0.18507 -1.94769 -0.83443
O2 0.36254 -0.61851 1.13990
Br1 1.20147 1.82522 -0.12724
H1 -2.04590 1.36748 -0.18227

***

Run x
C2HBrO2 in the gas phase. Source: the OMol25 dataset; level of theory: ωB97M-V with the def2-TZVPD basis set.

Cartesian coordinates (Å):
O1 0.64112 -1.70874 0.73800
C1 0.36212 -0.77042 0.08160
O2 0.38524 -0.40044 -1.19967
C2 -0.04262 0.58230 0.04011
Br1 -1.97883 0.99479 0.11502
H1 0.63297 1.30252 0.22494

SMILES string: O=C1O[C@H]1Br

***

It comes down to run x, which is 3.967 eV more stable than the next structure.

***

Run w
CH6O2Si in the gas phase. Source: the OMol25 dataset; level of theory: ωB97M-V with the def2-TZVPD basis set.

Cartesian coordinates (Å):
C1 -0.17994 -0.80239 0.86305
Si1 -0.16919 0.41929 -0.63774
O1 1.29627 1.00193 -1.06338
O2 -1.18704 -0.28253 -1.77524
H1 -0.69058 -0.26430 1.62810
H2 -0.64762 -1.74268 0.49912
H3 0.71733 -1.23483 1.30534
H4 -0.71491 1.72697 -0.38662
H5 2.07417 0.57562 -0.80257
H6 -1.70265 -0.91972 -1.30944

SMILES string: C[SiH](O)O

***

Run x
CH6O2Si in the gas phase. Source: the OMol25 dataset; level of theory: ωB97M-V with the def2-TZVPD basis set.

Cartesian coordinates (Å):
C1 -1.34824 0.34993 -0.07230
Si1 0.51299 0.13238 0.19312
O1 1.12329 -1.18173 -0.56030
O2 1.64882 1.28193 0.09942
H1 -1.76400 -0.30974 -0.97029
H2 -1.69836 -0.32265 0.70188
H3 -1.78479 1.31592 0.02595
H4 0.49843 -0.33421 1.71079
H5 0.47724 -1.91444 -0.62016
H6 2.33461 0.98262 -0.50811

SMILES string: C[SiH](O)O

***

It comes down to run w, which is 0.133 eV more stable than the next structure.

***

Run w
A molecular structure, C6H4N2. Source: the OMol25 dataset; level of theory: ωB97M-V with the def2-TZVPD basis set.

Cartesian coordinates (Å):
C1 0.70582 -0.71907 0.23079
C2 1.70514 -0.91191 -0.68194
C3 -1.08940 -0.39710 -0.55032
N1 -1.56865 -1.37773 -0.97056
H1 0.40842 -1.52490 0.89899
H2 1.55720 -1.58654 -1.51224
H3 2.65622 -0.40196 -0.63652
C4 0.71208 0.56660 1.08849
C5 -1.31399 0.99047 0.16291
C6 -2.20169 1.83795 0.11944
N2 1.42371 1.00403 1.91370
H4 -2.99486 2.52017 -0.06274

***

Run x
C6H4N2 in the gas phase. Source: the OMol25 dataset; level of theory: ωB97M-V with the def2-TZVPD basis set.

Cartesian coordinates (Å):
C1 2.06554 -0.14710 0.00321
C2 1.47181 1.08845 0.01466
C3 -0.00212 0.75994 -0.02038
N1 -1.18668 1.25446 -0.00228
C4 -2.07928 0.13551 -0.01616
C5 -1.42777 -1.05412 -0.00257
C6 -0.01645 -0.78445 -0.01385
N2 1.17926 -1.25641 -0.00476
H1 3.14575 -0.34935 0.01842
H2 1.85775 2.09150 0.04047
H3 -3.14852 0.32103 0.10233
H4 -1.87347 -2.03891 0.09870

SMILES string: C1=CC2=NC=CC2=N1

***

It comes down to run x, which is 5.202 eV more stable than the next structure.

***

Run w
2 unconnected molecules or ions with the total composition C16H17NO. Source: the OMol25 dataset; level of theory: ωB97M-V with the def2-TZVPD basis set.

Cartesian coordinates (Å):
C1 -2.14542 0.44651 -1.54994
C2 -1.96046 -0.57348 -0.47475
C3 -1.10597 -0.35988 0.59180
N1 -0.96533 -1.61126 1.36432
C4 -1.90585 -2.45993 0.93204
C5 -2.17924 -3.84455 1.22637
C6 -3.10062 -4.56650 0.49618
C7 -3.88171 -3.94833 -0.45933
C8 -3.53327 -2.68798 -0.90855
C9 -2.52902 -1.91318 -0.32826
H1 -3.06345 0.23578 -2.04059
H2 -1.33099 0.32651 -2.28533
H3 -1.98773 1.39275 -1.18133
H4 -0.45385 0.45737 1.09902
H5 -0.65794 -1.75305 2.30533
H6 -1.70417 -4.39895 1.97929
H7 -3.19403 -5.63542 0.64905
H8 -4.72102 -4.42178 -0.76486
H9 -3.95380 -2.42862 -1.80798
C10 0.39152 2.34077 -0.09657
C11 1.84281 2.27849 0.06932
C12 2.61742 1.15691 -0.22191
C13 3.94176 1.19385 0.07420
C14 4.52325 2.53476 0.19902
O1 5.88988 2.67365 -0.17772
C15 3.80454 3.67421 0.51304
C16 2.44278 3.48312 0.60010
H10 0.15449 1.84079 -1.08411
H11 -0.01519 3.39582 -0.23287
H12 -0.02602 1.88243 0.81865
H13 1.93239 0.24309 -0.57388
H14 4.51557 0.23111 0.27723
H15 6.39531 1.83140 -0.16985
H16 4.19981 4.66952 0.36746
H17 1.76354 4.31406 0.79541

SMILES string: Cc1c[nH]c2ccccc12.Cc1ccc(O)cc1

***

Run x
2 unconnected molecules or ions with the total composition C16H17NO. Source: the OMol25 dataset; level of theory: ωB97M-V with the def2-TZVPD basis set.

Cartesian coordinates (Å):
C1 0.01554 -1.69958 4.24615
C2 -0.18277 -1.32296 2.80730
C3 0.60097 -0.47735 2.08508
N1 0.02357 -0.30643 0.82532
C4 -1.01960 -1.17588 0.72607
C5 -1.92080 -1.30381 -0.34373
C6 -2.86519 -2.29171 -0.30968
C7 -2.82863 -3.20597 0.77859
C8 -2.11085 -2.91371 1.91475
C9 -1.22353 -1.82355 1.95399
H1 0.72332 -2.51294 4.40180
H2 -0.93447 -1.93469 4.72649
H3 0.36610 -0.85294 4.83155
H4 1.46070 0.05903 2.44794
H5 0.53260 0.16741 0.10662
H6 -1.91793 -0.59402 -1.16108
H7 -3.62573 -2.36110 -1.07362
H8 -3.31036 -4.17612 0.77612
H9 -2.27461 -3.57683 2.75804
C10 3.70910 1.86740 -2.40145
C11 2.21241 1.93522 -2.18122
C12 1.70403 2.75043 -1.18354
C13 0.32339 2.70287 -0.93858
C14 -0.51460 2.02982 -1.80673
O1 -1.87359 2.03688 -1.68817
C15 0.02223 1.24927 -2.82222
C16 1.38286 1.25308 -3.07522
H10 4.05315 2.81389 -2.82647
H11 3.98554 1.12561 -3.14455
H12 4.29686 1.86949 -1.48714
H13 2.23627 3.54183 -0.67618
H14 -0.07132 3.28155 -0.10808
H15 -2.09343 2.29883 -0.78679
H16 -0.72190 0.73530 -3.42358
H17 1.84068 0.81168 -3.94780

SMILES string: Cc1c[nH]c2ccccc12.Cc1ccc(O)cc1

***

It comes down to run x, which is 2.778 eV more stable than the next structure.

***

Run w
2 unconnected molecules or ions with the total composition C16H17NO. Source: the OMol25 dataset; level of theory: ωB97M-V with the def2-TZVPD basis set.

Cartesian coordinates (Å):
C1 -1.90394 -0.76208 -2.74894
C2 -2.77829 -0.27015 -1.70494
C3 -4.01218 0.17923 -2.09901
N1 -4.64351 0.59318 -0.98618
C4 -3.91066 0.45626 0.21779
C5 -4.17555 0.81145 1.51159
C6 -3.07743 0.53237 2.39990
C7 -1.84124 0.12111 1.93116
C8 -1.53875 -0.06396 0.63697
C9 -2.60375 -0.02469 -0.27115
H1 -1.35431 0.03630 -3.38395
H2 -2.44838 -1.41809 -3.44359
H3 -1.00283 -1.22075 -2.44628
H4 -4.51960 0.21801 -3.02164
H5 -5.52589 0.97188 -1.06646
H6 -5.14437 1.32294 1.86480
H7 -3.25280 0.68512 3.44920
H8 -1.14626 -0.01746 2.73754
H9 -0.47979 -0.24566 0.40537
C10 3.81583 0.25821 3.02092
C11 3.70550 0.10036 1.55404
C12 3.17221 1.07592 0.66387
C13 3.17370 0.80921 -0.71608
C14 3.61795 -0.40647 -1.20502
O1 3.51296 -0.73627 -2.50363
C15 4.12865 -1.34874 -0.29495
C16 4.22544 -1.08171 1.05663
H10 4.02233 1.40745 3.34705
H11 4.71766 -0.18597 3.51223
H12 2.84117 -0.01337 3.49423
H13 2.61441 1.98259 0.97365
H14 2.84989 1.47429 -1.57753
H15 3.01476 -1.60096 -2.62013
H16 4.60144 -2.19449 -0.80325
H17 4.62856 -1.78178 1.79437

SMILES string: Cc1c[nH]c2ccccc12.Cc1ccc(O)cc1

***

Run x
2 unconnected molecules or ions with the total composition C16H17NO. Source: the OMol25 dataset; level of theory: ωB97M-V with the def2-TZVPD basis set.

Cartesian coordinates (Å):
C1 0.09617 -2.07126 -2.52099
C2 -0.84061 -1.52239 -1.50139
C3 -1.83317 -0.60940 -1.75396
N1 -2.60611 -0.44033 -0.63097
C4 -2.26369 -1.37768 0.30700
C5 -2.75429 -1.67191 1.58158
C6 -2.03404 -2.53133 2.36758
C7 -0.83590 -3.12526 1.92167
C8 -0.41634 -2.93461 0.62553
C9 -1.12259 -2.04395 -0.19596
H1 0.62490 -1.28034 -3.04545
H2 -0.28319 -2.64559 -3.37035
H3 0.84860 -2.70310 -2.05207
H4 -1.95352 -0.08595 -2.68953
H5 -3.18588 0.37706 -0.59048
H6 -3.73844 -1.35709 1.90136
H7 -2.38881 -2.88991 3.31204
H8 -0.26228 -3.76975 2.57446
H9 0.28973 -3.57977 0.14571
C10 1.87235 3.23072 2.45343
C11 1.81952 2.67378 1.06320
C12 1.78734 1.29279 0.88840
C13 1.44505 0.77426 -0.35919
C14 1.27416 1.61037 -1.44113
O1 0.98398 1.21107 -2.72107
C15 1.32454 2.99885 -1.27231
C16 1.67017 3.51750 -0.03177
H10 2.42746 2.65242 3.17593
H11 0.91753 3.28519 2.98054
H12 2.43979 4.16358 2.41642
H13 1.81790 0.67067 1.77259
H14 1.39537 -0.29696 -0.52096
H15 0.60033 0.31897 -2.73233
H16 1.40491 3.58392 -2.17579
H17 1.47907 4.57543 0.11827

SMILES string: Cc1c[nH]c2ccccc12.Cc1ccc(O)cc1

***

It comes down to run x, which is 1.218 eV more stable than the next structure.